Density functional theory data (wB97M-V/def2-TZVPD) for an isolated molecule of C12H17N3O.

XYZ file:
```
33
Properties=species:S:1:pos:R:3
C -0.211 -0.108 4.143
C -0.407 -0.352 2.652
H -0.906 0.498 2.189
H -1.043 -1.228 2.511
C 0.912 -0.599 1.912
N 0.603 -1.032 0.563
C -0.010 -0.297 -0.402
N -0.828 0.726 -0.186
C -1.369 1.274 -1.268
C -1.114 0.827 -2.566
C -0.249 -0.234 -2.803
C 0.327 -0.808 -1.674
C 1.271 -1.898 -1.469
O 1.826 -2.655 -2.243
N 1.456 -1.912 -0.103
H 1.889 -2.666 0.407
C 0.055 -0.731 -4.177
H 0.482 0.069 -4.780
H 0.757 -1.558 -4.127
H -0.860 -1.065 -4.665
H -1.596 1.323 -3.396
C -2.292 2.428 -1.031
H -2.357 2.634 0.033
H -1.928 3.315 -1.548
H -3.285 2.200 -1.413
C 1.818 0.631 1.882
H 2.147 0.889 2.884
H 2.697 0.433 1.272
H 1.277 1.471 1.455
H 1.442 -1.434 2.390
H -1.177 -0.029 4.634
H 0.335 0.815 4.322
H 0.338 -0.929 4.600
```

Computed properties:
F_max ... 0.0176 hartree/bohr
Frontier orbital gap ... 8.79 eV
Total charge ... 0
SMILES string ... CC[C@H](C)n1[nH]c(=O)c2c(C)cc(C)nc21
LUMO level ... 0.845 eV
HOMO level ... -7.950 eV
Energy above the lowest of the compared OMol25 structures with the same formula, charge and spin ... 0.0 kJ/mol
M ... 219.288 g/mol